{
  "formula": "C49H77FN2O9",
  "method": "ωB97M-V/def2-TZVPD",
  "symbols": ["C", "C", "O", "C", "C", "C", "C", "C", "C", "C", "C", "C", "O", "C", "C", "C", "C", "C", "C", "C", "O", "C", "O", "C", "C", "O", "N", "C", "O", "F", "C", "C", "C", "C", "O", "C", "N", "C", "C", "C", "O", "C", "O", "H", "H", "H", "H", "H", "H", "H", "H", "H", "H", "H", "H", "H", "H", "H", "H", "H", "H", "H", "H", "H", "H", "H", "H", "H", "H", "H", "H", "H", "H", "H", "H", "H", "H", "H", "C", "C", "C", "C", "C", "C", "H", "H", "H", "H", "H", "H", "H", "H", "H", "H", "H", "H", "H", "H", "C", "C", "C", "C", "C", "C", "H", "H", "H", "H", "H", "H", "H", "H", "H", "H", "H", "H", "H", "H", "C", "C", "C", "C", "C", "C", "H", "H", "H", "H", "H", "H", "H", "H", "H", "H", "H", "H", "H", "H"],
  "xyz": [[-9.99292, 1.71528, 0.70200], [-10.94138, 0.43955, 0.81996], [-11.15732, -0.21533, -0.43326], [-9.95704, -0.74194, -1.00990], [-9.20558, -1.81736, -0.10102], [-7.91601, -1.18190, 0.52552], [-7.86631, -0.63949, 1.90542], [-6.63359, -0.05164, 2.46856], [-5.40910, 0.04704, 1.64009], [-5.48385, -0.49465, 0.29368], [-6.69728, -1.12771, -0.29102], [-6.58317, -1.70046, -1.74673], [-7.51412, -1.64875, -2.52132], [-5.21524, -2.35335, -2.09879], [-4.00438, -1.70217, -1.52704], [-2.64822, -2.24100, -1.75032], [-1.36777, -1.58540, -1.15062], [-0.48316, -0.90658, -2.28969], [-0.83483, 0.61541, -2.49425], [0.05174, 1.31959, -3.64270], [0.77331, 0.30276, -4.38836], [2.10967, 0.25510, -3.99692], [3.01000, 0.83423, -4.53209], [-2.58315, -3.47467, -2.58222], [-1.17816, -4.14288, -2.83533], [-0.47165, -3.87557, -3.76318], [-0.75506, -5.11617, -1.80263], [0.37396, -4.64606, -1.03829], [1.37100, -4.22795, -1.51859], [0.21365, -4.69800, 0.33727], [-3.78042, -4.11793, -3.16224], [-3.64477, -5.42938, -4.02868], [-3.29026, -6.61018, -3.00034], [-4.55046, -7.54355, -2.70361], [-4.58835, -7.78200, -1.27884], [-5.14681, -3.56038, -2.92428], [-6.26549, -4.25731, -3.53026], [-7.30268, -4.67119, -2.55734], [-6.80863, -3.57540, -4.67397], [-5.79042, -2.80484, -5.61480], [-7.97683, -3.58281, -4.99090], [-4.21795, -0.42621, -0.63438], [-3.50560, 0.54997, -0.66869], [-9.94868, 2.21670, 1.70983], [-8.95008, 1.40828, 0.39410], [-10.36948, 2.45858, -0.04594], [-10.61687, -0.24360, 1.64870], [-11.94622, 0.85518, 1.13076], [-10.27176, -1.26582, -1.95984], [-9.22357, 0.05039, -1.33295], [-9.88897, -2.12386, 0.73850], [-8.85856, -2.71242, -0.69204], [-8.74665, -0.66443, 2.58719], [-6.63148, 0.32579, 3.51697], [-4.49169, 0.49467, 2.09228], [-1.56882, -0.80392, -0.37481], [-0.79766, -2.41086, -0.63169], [0.59349, -1.08660, -2.01331], [-0.71092, -1.47034, -3.24176], [-1.90332, 0.72779, -2.81156], [-0.61314, 1.18613, -1.55055], [0.73936, 2.05812, -3.15381], [-0.62975, 1.86184, -4.35805], [2.34676, -0.41429, -3.11214], [-0.60797, -6.04966, -2.18977], [-2.84511, -5.30293, -4.81374], [-4.59354, -5.67302, -4.56758], [-2.38366, -7.20392, -3.32997], [-3.02988, -6.12930, -2.01107], [-5.51888, -7.04184, -2.96976], [-4.37892, -8.51222, -3.24604], [-3.68261, -7.98812, -0.98328], [-7.65903, -5.71909, -2.76040], [-8.22449, -4.02215, -2.57597], [-6.93173, -4.64585, -1.49266], [-6.15267, -2.83062, -6.68082], [-5.69614, -1.72658, -5.30466], [-4.79433, -3.33704, -5.61406], [5.23132, 5.91364, 0.11033], [4.32990, 5.29716, -0.95265], [3.09836, 4.60045, -0.37311], [3.39157, 3.40872, 0.54150], [4.21766, 2.28851, -0.09043], [3.53238, 1.63100, -1.28113], [5.64604, 5.15475, 0.77787], [6.07015, 6.43070, -0.36185], [4.68260, 6.64166, 0.71296], [4.90857, 4.60247, -1.56814], [3.99159, 6.09278, -1.62388], [2.45765, 4.27653, -1.20000], [2.51041, 5.33217, 0.19175], [2.43617, 2.99475, 0.88399], [3.90548, 3.75848, 1.44274], [4.40094, 1.52321, 0.67148], [5.20106, 2.66104, -0.39210], [2.56173, 1.21643, -0.99087], [4.14637, 0.81292, -1.66516], [3.37653, 2.33715, -2.09895], [3.70037, 0.23953, 3.80780], [5.19185, 0.19492, 3.49736], [5.57572, -0.92729, 2.53219], [5.30122, -2.34552, 3.03775], [5.98000, -2.71071, 4.35799], [7.50167, -2.67404, 4.28574], [3.36557, -0.66963, 4.31164], [3.47783, 1.08199, 4.46711], [3.11481, 0.36369, 2.89309], [5.75938, 0.11055, 4.42869], [5.48071, 1.15086, 3.04772], [6.63724, -0.82775, 2.28350], [5.03356, -0.78570, 1.59043], [5.62259, -3.05389, 2.26619], [4.22177, -2.49131, 3.14571], [5.66964, -3.72278, 4.63706], [5.63413, -2.05280, 5.16094], [7.87184, -3.35425, 3.51484], [7.93201, -2.98314, 5.24121], [7.87162, -1.67018, 4.06733], [10.18147, 7.97122, 3.34688], [9.08519, 7.22120, 2.59955], [7.82356, 7.00179, 3.43514], [8.01114, 6.14643, 4.69024], [8.57184, 4.74522, 4.44731], [7.66750, 3.87291, 3.58520], [10.53312, 7.41134, 4.21597], [11.04014, 8.13482, 2.69147], [9.82541, 8.94715, 3.68552], [9.47478, 6.26581, 2.23621], [8.81363, 7.79964, 1.71076], [7.05556, 6.55092, 2.79797], [7.42590, 7.97646, 3.73860], [7.04226, 6.05808, 5.19435], [8.66664, 6.66996, 5.39330], [8.70615, 4.25457, 5.41672], [9.56605, 4.80418, 3.99441], [6.67880, 3.76796, 4.03938], [8.09731, 2.87366, 3.48092], [7.54514, 4.28591, 2.58147]],
  "forces_ev_per_a": [[0.2, -0.7, 0.2], [-0.5, 1.9, 0.1], [1.1, -0.2, 0.6], [0.3, -1.0, -1.0], [0.6, 0.9, 0.7], [1.2, 0.4, 0.5], [2.4, 0.2, -0.8], [-0.2, -0.9, -2.6], [-2.7, -1.0, -0.3], [-0.4, -0.3, 0.1], [0.7, 1.0, 2.1], [0.3, 0.2, 1.1], [0.8, -0.2, 0.4], [1.1, -0.3, 0.1], [0.3, -1.3, -0.8], [-2.3, -0.7, -0.7], [0.1, -0.2, -0.4], [-0.5, -0.5, -0.1], [0.8, 0.2, -0.5], [-1.1, -0.4, 0.9], [1.3, 0.8, 0.4], [0.5, -0.4, 0.2], [-0.9, -0.2, 0.0], [-1.4, 0.5, 0.4], [-0.5, 0.6, -0.1], [-0.7, -0.3, 0.4], [-0.3, 0.5, 1.2], [0.2, -0.3, -0.3], [-0.2, 0.1, 0.8], [-0.2, -0.2, -1.9], [-0.5, 1.2, 0.3], [0.7, 0.2, 0.8], [-0.5, 0.4, -0.1], [1.5, 0.3, 0.3], [0.1, -0.2, -0.5], [3.4, 0.9, 0.7], [-0.7, 1.9, 0.5], [-1.2, -0.6, 0.9], [0.4, 0.9, -1.5], [0.3, -0.8, 0.1], [0.7, -0.6, 0.8], [-1.2, -0.8, 0.0], [-0.2, -0.8, 0.1], [0.1, -0.5, -1.0], [-1.1, 0.5, 0.5], [0.1, -0.8, 0.6], [-0.1, 0.4, -0.9], [0.9, -0.7, -0.4], [0.2, 0.6, 1.1], [-0.8, -0.6, 0.5], [0.6, 0.1, -0.9], [-0.7, 1.0, 0.6], [0.7, -0.2, -0.9], [0.0, -0.4, -1.0], [-0.8, -0.5, -0.8], [-0.2, -0.9, -0.7], [-0.4, 0.9, -0.6], [-1.0, 0.4, -0.4], [0.6, 0.7, 1.0], [0.9, -0.2, 0.7], [-0.7, -0.6, -0.8], [-0.4, -0.6, -0.7], [0.9, -0.6, 0.6], [-0.7, 0.4, -0.7], [0.2, 0.4, 0.1], [-0.7, 0.0, 0.9], [0.8, 0.4, 0.6], [-1.1, 0.5, 0.2], [-0.3, -0.6, -1.1], [1.0, -0.6, 0.2], [-0.6, 0.8, 0.3], [-0.6, 0.1, -0.2], [0.5, 1.0, 0.1], [1.1, -0.5, -0.3], [0.0, -0.1, -1.2], [0.0, 0.0, 1.3], [0.0, -1.2, -0.1], [-0.9, 0.9, 0.2], [0.1, 0.0, -0.1], [-0.1, 0.1, 0.1], [0.0, -0.1, -0.1], [0.1, 0.0, 0.1], [-0.1, -0.1, 0.1], [0.2, 0.0, 0.0], [0.0, 0.0, 0.0], [0.0, 0.0, 0.1], [0.0, 0.0, 0.0], [0.0, 0.0, 0.0], [0.0, -0.1, 0.0], [0.0, 0.0, 0.0], [0.0, 0.0, 0.0], [0.0, 0.0, 0.0], [0.0, 0.0, 0.0], [0.1, 0.1, 0.0], [0.0, 0.0, 0.0], [0.0, 0.0, 0.0], [-0.1, 0.0, -0.1], [0.0, -0.1, 0.0], [0.1, 0.1, 0.2], [-0.1, 0.0, -0.2], [0.1, 0.0, 0.0], [-0.1, 0.0, 0.0], [0.0, -0.1, -0.1], [0.0, 0.0, 0.2], [0.0, 0.0, 0.0], [-0.1, 0.0, 0.0], [0.0, 0.0, 0.0], [0.0, 0.0, 0.0], [0.1, 0.0, 0.0], [0.0, 0.0, 0.0], [0.0, 0.0, 0.0], [0.0, 0.0, 0.0], [0.0, 0.0, 0.0], [0.0, 0.1, 0.0], [0.0, 0.0, 0.0], [0.0, 0.1, 0.0], [0.0, 0.0, -0.1], [0.0, 0.0, 0.0], [0.1, -0.1, -0.1], [-0.1, 0.1, 0.0], [-0.1, -0.1, -0.1], [0.1, 0.1, 0.1], [-0.1, 0.0, 0.1], [0.1, -0.1, 0.0], [0.0, 0.1, 0.0], [0.0, 0.0, 0.1], [0.0, 0.0, 0.0], [0.0, 0.0, 0.0], [0.0, -0.1, 0.0], [0.0, 0.0, 0.0], [0.0, 0.0, 0.0], [0.0, 0.0, 0.0], [0.0, 0.0, 0.0], [0.0, 0.0, 0.0], [0.0, 0.0, 0.0], [0.0, 0.0, 0.0], [-0.1, 0.0, 0.0], [0.0, 0.0, 0.0]],
  "lowdin_charge": [-0.079, -0.255, -0.163, -0.198, -0.095, -0.128, -0.024, -0.037, -0.002, -0.057, -0.004, -0.250, 0.109, 0.025, 0.018, -0.048, -0.110, -0.166, -0.141, -0.149, -0.091, -0.334, 0.102, 0.008, -0.355, 0.166, 0.130, -0.469, 0.185, 0.081, -0.050, -0.120, -0.159, -0.221, -0.103, -0.113, -0.059, -0.054, -0.448, 0.015, 0.077, -0.269, 0.099, 0.081, 0.058, 0.082, 0.090, 0.125, 0.134, 0.118, 0.122, 0.102, 0.101, 0.100, 0.116, 0.113, 0.105, 0.107, 0.111, 0.109, 0.115, 0.116, 0.130, 0.144, 0.136, 0.120, 0.105, 0.114, 0.099, 0.108, 0.118, 0.085, 0.097, 0.084, 0.112, 0.091, 0.097, 0.073, -0.116, -0.267, -0.226, -0.225, -0.258, -0.116, 0.053, 0.071, 0.077, 0.101, 0.105, 0.097, 0.110, 0.109, 0.099, 0.084, 0.105, 0.071, 0.077, 0.065, -0.108, -0.273, -0.228, -0.228, -0.272, -0.114, 0.066, 0.070, 0.069, 0.100, 0.090, 0.103, 0.101, 0.110, 0.101, 0.104, 0.098, 0.075, 0.069, 0.065, -0.114, -0.272, -0.227, -0.228, -0.269, -0.115, 0.065, 0.069, 0.075, 0.099, 0.104, 0.089, 0.110, 0.109, 0.100, 0.105, 0.099, 0.073, 0.069, 0.058],
  "homo_lumo_gap_ev": 8.200,
  "max_force_ev_per_a": 3.57,
  "total_charge": 0,
  "smiles": "CCOCCc1cccc2c1C(=O)c1c(c(CCCCOC=O)c(C(=O)NC(=O)F)c(CCCO)c1N(C)C(C)=O)C2=O.CCCCCC.CCCCCC.CCCCCC"
}